Molecular formula: C4H8ClNO
Method: DFT, wB97M-V/def2-TZVPD

Calculated values
- orbital gap (Ha) = 0.3865
- net charge = 0
- energy above the lowest of the compared OMol25 structures with the same formula, charge and spin (kJ/mol) = 248.2
- SMILES = [H]/N=C(/CCCl)OC
- E_LUMO (hartree) = 0.0310

Geometry (Å):
C  0.702  0.087  -2.166
C  0.056  -0.786  -0.010
C  -0.818  -0.348  1.253
C  -0.882  1.062  1.399
H  1.640  0.282  -1.626
H  0.526  -0.764  -2.670
H  0.584  1.022  -2.794
H  1.989  -1.650  -0.416
H  -0.545  -0.689  2.283
H  -1.832  -0.813  1.072
H  -1.014  1.566  0.413
H  -1.830  1.049  2.148
N  1.187  -1.497  0.211
O  -0.395  -0.110  -1.151
Cl  0.633  1.589  2.054

Atomic partial charges in e from the Mulliken method, atoms 1 to 2: atom 1 (C): -0.7594, atom 2 (C): 0.5097

---

Molecular formula: C4H8ClNO2
Method: DFT, wB97M-V/def2-TZVPD

Calculated values
- orbital gap (Ha) = 0.3230
- net charge = 0
- energy above the lowest of the compared OMol25 structures with the same formula, charge and spin (kJ/mol) = 98.2
- E_LUMO (hartree) = -0.0002

Geometry (Å):
C  2.505  -0.602  1.156
C  -2.152  -0.283  -0.050
C  1.569  0.336  0.321
C  -0.804  0.277  -0.254
N  0.188  0.017  0.562
O  1.966  -1.168  2.043
O  3.787  -0.654  0.862
Cl  0.333  -0.977  -2.278
H  -2.084  -1.229  -0.586
H  -2.413  -0.517  0.973
H  -2.808  0.522  -0.455
H  1.604  0.095  -0.870
H  2.049  1.368  0.502
H  -0.545  1.015  -0.937
H  4.079  0.187  0.539
H  0.248  -0.700  1.312

Atomic partial charges in e from the Mulliken method, atoms 1 to 2: atom 1 (C): 0.6052, atom 2 (C): -0.9565

---

Molecular formula: C4H8CoI2N11O2
Method: DFT, wB97M-V/def2-TZVPD

Calculated values
- orbital gap (spin up / spin down) (Ha) = 0.1980 / 0.2249
- multiplicity = 4
- net charge = -1
- E_LUMO (spin up / spin down) (hartree) = 0.0657 / 0.0552

Geometry (Å):
Co  -0.215  -0.222  -0.212
C  2.533  -0.222  3.834
O  1.192  -0.223  3.335
C  0.920  -0.222  2.003
O  -0.225  -0.222  1.568
N  1.987  -0.222  1.132
N  1.656  -0.222  -0.222
H  2.486  -0.222  4.926
H  3.060  0.681  3.511
H  3.060  -1.125  3.512
H  2.949  -0.223  1.443
H  2.044  -1.089  -0.686
H  2.044  0.644  -0.686
N  -2.534  -0.222  -2.531
C  -1.221  -0.222  -2.910
N  -0.842  -0.222  -4.214
N  0.512  -0.222  -4.183
N  0.924  -0.222  -2.896
N  -0.161  -0.222  -2.074
C  -2.912  -0.222  -1.219
N  -4.217  -0.222  -0.840
N  -4.185  -0.222  0.515
N  -2.898  -0.222  0.927
N  -2.076  -0.222  -0.159
H  -3.239  -0.222  -3.236
I  -0.215  2.360  -0.212
I  -0.215  5.012  -0.212
H  -0.215  -1.817  -0.212

Atomic partial charges in e from the Mulliken method, atoms 1 to 2: atom 1 (Co): -0.7612, atom 2 (C): -0.8011

---

Molecular formula: C4H8F2N
Method: DFT, wB97M-V/def2-TZVPD

Calculated values
- orbital gap (Ha) = 0.3367
- net charge = +1
- energy above the lowest of the compared OMol25 structures with the same formula, charge and spin (kJ/mol) = 0.0
- E_LUMO (hartree) = -0.1955

Geometry (Å):
C  -1.231  -0.158  -0.257
C  1.121  -0.014  -0.824
C  0.119  -0.566  -0.091
C  0.398  -1.630  0.929
N  -1.669  0.838  -0.958
F  2.361  -0.391  -0.681
F  0.867  2.226  0.769
H  -1.968  -0.750  0.280
H  1.023  0.744  -1.592
H  0.206  -1.247  1.930
H  1.435  -1.950  0.881
H  -0.243  -2.495  0.773
H  1.277  2.885  1.296
H  -2.660  1.040  -1.020
H  -1.037  1.469  -1.435

Atomic partial charges in e from the Mulliken method, atoms 1 to 2: atom 1 (C): 0.0614, atom 2 (C): -0.3117

---

Molecular formula: C4H8F2P
Method: DFT, wB97M-V/def2-TZVPD

Calculated values
- orbital gap (spin up / spin down) (Ha) = 0.2449 / 0.2480
- multiplicity = 3
- net charge = +1
- E_LUMO (spin up / spin down) (hartree) = -0.1993 / -0.3461

Geometry (Å):
C  3.179  -0.701  -0.082
C  2.071  -1.052  0.583
C  -2.642  0.374  -0.504
C  -1.856  0.572  0.683
F  1.079  1.320  0.030
F  0.674  -0.352  -1.471
P  0.577  -0.193  0.086
H  4.161  -0.944  0.269
H  2.897  -0.063  -0.948
H  2.065  -1.729  1.448
H  -2.411  1.099  -1.307
H  -2.670  -0.685  -0.772
H  -3.677  0.783  -0.277
H  -2.109  0.053  1.613
H  -1.336  1.520  0.650

Atomic partial charges in e from the Mulliken method, atoms 1 to 2: atom 1 (C): -0.5273, atom 2 (C): -0.0327

---

Molecular formula: C4H8FN
Method: DFT, wB97M-V/def2-TZVPD

Calculated values
- orbital gap (Ha) = 0.3932
- net charge = 0
- energy above the lowest of the compared OMol25 structures with the same formula, charge and spin (kJ/mol) = 108.4
- SMILES = N[C@@H]1C[C@@H]1CF
- E_LUMO (hartree) = 0.0409

Geometry (Å):
C  -0.739  0.204  -0.642
C  -0.836  -1.047  0.214
C  0.505  -0.601  -0.402
C  1.594  -0.127  0.448
H  -0.518  2.152  -0.246
H  -1.989  1.549  0.301
H  -1.182  0.281  -1.571
H  -1.342  -1.879  -0.284
H  -1.078  -0.902  1.271
H  0.814  -1.193  -1.241
H  2.136  -0.907  0.980
H  1.181  0.573  1.260
N  -0.977  1.323  0.241
F  2.432  0.575  -0.329

Atomic partial charges in e from the Mulliken method, atoms 1 to 2: atom 1 (C): -0.0313, atom 2 (C): -0.8106

---

Molecular formula: C4H8FN
Method: DFT, wB97M-V/def2-TZVPD

Calculated values
- orbital gap (Ha) = 0.3893
- net charge = 0
- energy above the lowest of the compared OMol25 structures with the same formula, charge and spin (kJ/mol) = 155.5
- SMILES = C[C@@]1(CF)CN1
- E_LUMO (hartree) = 0.0373

Geometry (Å):
C  1.430  -0.086  -0.605
C  0.005  0.100  -0.084
C  -0.946  -1.106  -0.213
C  -0.103  0.911  1.123
H  1.870  0.725  -0.182
H  1.549  -0.100  -1.665
H  1.912  -1.009  -0.230
H  -0.570  -1.836  0.556
H  -1.940  -0.778  0.024
H  -0.861  0.561  1.822
H  0.796  1.438  1.557
H  -1.670  1.241  -0.418
N  -0.607  1.426  -0.154
F  -0.863  -1.487  -1.532

Atomic partial charges in e from the Mulliken method, atoms 1 to 2: atom 1 (C): -1.3764, atom 2 (C): 1.0124

---

Molecular formula: C4H8FN
Method: DFT, wB97M-V/def2-TZVPD

Calculated values
- orbital gap (Ha) = 0.3701
- net charge = 0
- energy above the lowest of the compared OMol25 structures with the same formula, charge and spin (kJ/mol) = 122.2
- SMILES = FC[C@H]1CCN1
- E_LUMO (hartree) = 0.0419

Geometry (Å):
C  1.631  0.385  0.117
C  0.093  0.637  0.434
C  -0.943  0.560  -0.657
C  -1.231  -0.834  -0.196
H  2.239  0.411  1.072
H  2.184  1.102  -0.553
H  -0.027  1.485  1.146
H  -0.663  0.697  -1.708
H  -1.801  1.181  -0.475
H  -2.275  -1.109  0.027
H  -0.782  -1.630  -0.811
H  0.267  -1.363  1.059
N  -0.448  -0.604  1.004
F  1.755  -0.918  -0.459

Atomic partial charges in e from the Mulliken method, atoms 1 to 2: atom 1 (C): -0.4901, atom 2 (C): 0.3019

---

Molecular formula: C4H8FN
Method: DFT, wB97M-V/def2-TZVPD

Calculated values
- orbital gap (Ha) = 0.3763
- net charge = 0
- energy above the lowest of the compared OMol25 structures with the same formula, charge and spin (kJ/mol) = 229.4
- E_LUMO (hartree) = 0.0330

Geometry (Å):
C  -1.793  0.420  -0.296
C  0.030  -1.783  0.509
C  1.824  -0.029  -0.339
C  -0.506  0.542  0.530
N  0.466  -0.502  0.373
F  1.103  -2.560  0.120
H  -1.601  0.353  -1.320
H  -2.606  -0.234  0.086
H  2.190  0.834  0.267
H  2.520  -0.821  -0.425
H  1.618  0.386  -1.331
H  -2.495  1.265  -0.161
H  -0.826  0.652  1.595
H  0.075  1.475  0.392

Atomic partial charges in e from the Mulliken method, atoms 1 to 2: atom 1 (C): -1.1059, atom 2 (C): -0.3345

---

Molecular formula: C4H8FN2
Method: DFT, wB97M-V/def2-TZVPD

Calculated values
- orbital gap (Ha) = 0.3856
- net charge = +1
- energy above the lowest of the compared OMol25 structures with the same formula, charge and spin (kJ/mol) = 104.1
- SMILES = C=C(F)C(=[NH2+])NC
- E_LUMO (hartree) = -0.1750

Geometry (Å):
C  0.689  2.426  1.398
C  -0.016  1.306  1.429
C  -0.089  0.359  0.323
C  -0.848  -1.667  -0.803
N  -0.980  -0.671  0.336
N  0.790  0.419  -0.655
F  -0.987  0.938  2.404
H  0.743  2.960  2.356
H  1.373  2.655  0.683
H  -1.579  -2.459  -0.723
H  -1.036  -1.111  -1.678
H  0.030  -2.157  -0.720
H  -1.519  -0.789  1.168
H  1.522  1.067  -0.859
H  0.529  -0.152  -1.403

Atomic partial charges in e from the Mulliken method, atoms 1 to 2: atom 1 (C): -0.8084, atom 2 (C): 0.5731

---

Molecular formula: C4H8FN2
Method: DFT, wB97M-V/def2-TZVPD

Calculated values
- orbital gap (Ha) = 0.2962
- net charge = +1
- energy above the lowest of the compared OMol25 structures with the same formula, charge and spin (kJ/mol) = 296.2
- E_LUMO (hartree) = -0.2024

Geometry (Å):
C  -2.023  -0.565  -0.148
C  2.032  0.744  -0.374
C  -3.613  1.321  0.080
C  1.400  -1.430  0.209
N  -2.885  0.315  -0.022
N  1.098  -0.076  -0.166
F  -2.311  -1.824  -0.194
H  1.787  1.762  -0.630
H  3.084  0.478  -0.305
H  -4.026  1.779  -0.812
H  -3.877  1.729  1.050
H  1.127  -1.568  1.258
H  0.795  -2.107  -0.392
H  2.459  -1.672  0.088
H  -0.913  -0.328  -0.212

Atomic partial charges in e from the Mulliken method, atoms 1 to 2: atom 1 (C): 0.3493, atom 2 (C): -0.2117

---

Molecular formula: C4H8FN3
Method: DFT, wB97M-V/def2-TZVPD

Calculated values
- orbital gap (Ha) = 0.3387
- net charge = 0
- energy above the lowest of the compared OMol25 structures with the same formula, charge and spin (kJ/mol) = 154.2
- SMILES = CN(/C=C\F)/C=N/N
- E_LUMO (hartree) = 0.0371

Geometry (Å):
C  -0.861  1.650  0.012
C  -0.759  -0.826  -0.016
C  -2.068  -1.097  -0.042
C  1.279  0.444  0.019
H  -1.419  1.790  -0.918
H  -0.134  2.463  0.118
H  -1.571  1.533  0.836
H  -0.056  -1.667  0.113
H  -2.520  -2.104  0.054
H  1.582  1.511  -0.102
H  3.840  -0.797  -0.736
H  3.852  -0.514  0.862
N  -0.112  0.398  -0.033
N  2.056  -0.586  0.012
N  3.492  -0.149  -0.017
F  -3.020  -0.098  0.023

Atomic partial charges in e from the Mulliken method, atoms 1 to 2: atom 1 (C): -0.8293, atom 2 (C): -0.2748

---

Molecular formula: C4H8FNO
Method: DFT, wB97M-V/def2-TZVPD

Calculated values
- orbital gap (Ha) = 0.4014
- net charge = 0
- energy above the lowest of the compared OMol25 structures with the same formula, charge and spin (kJ/mol) = 173.9
- SMILES = C=NO[C@@H](C)CF
- E_LUMO (hartree) = 0.0410

Geometry (Å):
C  0.932  -1.270  -0.649
C  -0.436  -0.694  -0.304
C  -0.801  -0.930  1.147
C  0.294  2.662  -0.257
H  1.696  -0.827  -0.020
H  0.933  -2.343  -0.496
H  1.181  -1.046  -1.710
H  -1.212  -1.196  -0.923
H  -0.710  -1.990  1.388
H  -0.144  -0.307  1.805
H  0.986  3.363  0.250
H  -0.436  3.020  -0.983
N  0.386  1.431  0.042
O  -0.547  0.685  -0.652
F  -2.120  -0.558  1.362

Atomic partial charges in e from the Mulliken method, atoms 1 to 2: atom 1 (C): -1.3399, atom 2 (C): 0.5688

---

Molecular formula: C4H8I2
Method: DFT, wB97M-V/def2-TZVPD

Calculated values
- orbital gap (spin up / spin down) (Ha) = 0.2680 / 0.2299
- net charge = 0
- energy above the lowest of the compared OMol25 structures with the same formula, charge and spin (kJ/mol) = 226.3
- E_LUMO (spin up / spin down) (hartree) = -0.0525 / -0.0765

Geometry (Å):
C  -1.271  0.289  -1.093
C  0.237  -0.132  1.557
C  -0.054  -0.443  -0.799
C  0.640  0.303  0.269
I  3.251  -1.241  0.099
I  1.289  2.276  -0.020
H  -0.936  1.336  -1.510
H  -1.886  -0.228  -1.881
H  -1.985  0.610  -0.353
H  0.864  0.299  2.457
H  -0.831  0.120  1.837
H  0.448  -1.142  1.614
H  0.483  -0.612  -1.699
H  -0.247  -1.436  -0.478

Atomic partial charges in e from the Mulliken method, atoms 1 to 2: atom 1 (C): -1.0858, atom 2 (C): -1.0425

---

Molecular formula: C4H8I2N2
Method: DFT, wB97M-V/def2-TZVPD

Calculated values
- orbital gap (spin up / spin down) (Ha) = 0.2184 / 0.2893
- multiplicity = 3
- net charge = 0
- E_LUMO (spin up / spin down) (hartree) = 0.0051 / -0.0329

Geometry (Å):
C  1.143  -0.632  -0.346
C  -1.155  2.002  0.549
C  -1.834  1.939  -0.596
C  -3.147  1.307  -0.872
N  2.440  -0.565  -0.683
N  3.503  -0.467  -0.017
I  0.713  2.924  0.619
I  3.459  -0.917  1.970
H  0.498  -0.831  -1.208
H  0.847  -1.011  0.733
H  -1.525  1.559  1.435
H  -1.499  2.551  -1.497
H  -3.323  1.145  -1.906
H  -3.846  2.206  -0.636
H  -3.344  0.414  -0.277
H  2.602  -0.220  -1.678

Atomic partial charges in e from the Mulliken method, atoms 1 to 2: atom 1 (C): -0.4285, atom 2 (C): -0.5528

---

Molecular formula: C4H8I2N2S
Method: DFT, wB97M-V/def2-TZVPD

Calculated values
- orbital gap (Ha) = 0.2809
- net charge = 0
- E_LUMO (hartree) = -0.0176

Geometry (Å):
C  -2.193  -0.663  1.258
C  -1.821  0.286  0.473
C  -0.158  1.010  -1.623
C  1.127  -1.038  1.040
N  1.125  0.536  -1.336
N  1.457  0.865  -0.060
S  -1.566  -0.126  -1.244
I  2.745  -2.297  0.699
I  3.367  1.396  0.100
H  -2.305  -0.507  2.297
H  -2.492  -1.546  0.848
H  -1.411  1.218  0.765
H  -0.268  1.200  -2.759
H  -0.084  1.963  -1.142
H  0.230  -1.234  0.491
H  0.876  -0.718  2.076
H  1.370  -0.344  -1.886

Atomic partial charges in e from the Mulliken method, atoms 1 to 2: atom 1 (C): -0.7172, atom 2 (C): -0.1880